Density functional theory data (ωB97M-V/def2-TZVPD) for a molecular structure, C39H82BBr20N6O4P2 in a non-equilibrium geometry.

```
154
C39H82BBr20N6O4P2, DFT ωB97M-V/def2-TZVPD
C 5.110 -4.244 5.635
C 4.875 -2.759 5.192
N 3.440 -2.491 4.988
C 3.003 -2.238 3.651
B 3.488 -3.393 2.635
N 4.076 -3.175 1.308
O 3.379 -4.687 3.045
C 1.365 -2.338 3.483
C 0.502 -2.771 4.660
Br 0.465 -1.486 6.176
C 0.818 -4.164 5.257
C -0.145 -4.408 6.475
Br 0.502 -5.646 4.020
C 0.868 -1.190 2.444
C -0.314 -0.259 2.914
C -1.485 0.017 1.939
C -2.251 1.257 2.515
O -3.087 0.754 3.558
C -4.444 1.148 3.375
P 0.032 -2.248 1.075
C 1.136 -3.025 -0.175
C 1.364 -4.578 0.003
C -1.255 -3.405 1.695
C -2.258 -3.615 0.498
N 2.097 -0.366 2.071
N 2.418 -0.198 0.676
C 3.615 0.641 0.385
C 3.995 1.950 1.088
O 4.348 0.231 -0.476
C 1.327 0.550 -0.079
C 0.841 1.961 0.356
O 0.907 0.006 -1.056
C 3.130 -0.754 3.132
N 4.561 -0.591 2.991
P 2.854 0.582 4.491
N 3.879 0.526 5.669
H 5.985 -4.696 5.158
H 5.303 -4.264 6.716
H 4.189 -4.813 5.493
H 5.550 -2.442 4.394
H 5.176 -2.173 6.070
H 3.173 -1.775 5.653
H 5.091 -3.252 1.331
H 3.873 -2.265 0.903
H 4.010 -5.189 2.506
H 1.299 -3.234 2.848
H -0.548 -2.820 4.352
H 1.823 -4.258 5.662
H -1.115 -3.943 6.277
H -0.329 -5.487 6.491
H 0.307 -4.120 7.423
H 0.050 0.736 3.225
H -0.797 -0.652 3.817
H -2.250 -0.761 1.928
H -1.217 0.296 0.919
H -2.837 1.711 1.708
H -1.568 2.000 2.954
H -4.537 2.181 3.748
H -5.118 0.539 3.981
H -4.778 1.082 2.332
H 0.618 -2.934 -1.137
H 2.111 -2.566 -0.321
H 1.282 -4.896 1.047
H 2.341 -4.844 -0.411
H 0.611 -5.125 -0.575
H -0.807 -4.386 1.873
H -1.858 -3.045 2.531
H -2.312 -4.687 0.277
H -1.913 -3.103 -0.407
H -3.274 -3.312 0.764
H 1.873 0.600 2.357
H 4.865 1.861 1.738
H 3.149 2.438 1.581
H 4.284 2.638 0.284
H -0.219 2.098 0.223
H 1.321 2.767 -0.209
H 1.103 2.106 1.418
H 4.956 -0.916 2.115
H 4.915 0.341 3.178
H 1.503 0.561 4.897
H 3.040 1.802 3.784
H 4.430 1.378 5.692
Br 7.135 -8.071 3.365
C 5.191 -8.133 3.415
C 4.631 -8.933 2.268
Br 4.693 -7.935 0.594
H 4.844 -7.104 3.427
H 4.945 -8.605 4.364
H 3.576 -9.146 2.435
H 5.163 -9.863 2.098
Br 5.081 -6.636 -3.062
C 4.999 -8.561 -3.345
C 6.348 -9.203 -3.160
Br 7.504 -8.886 -4.692
H 4.584 -8.717 -4.336
H 4.297 -8.928 -2.598
H 6.248 -10.284 -3.095
H 6.875 -8.836 -2.284
Br -7.762 0.422 2.644
C -8.884 0.097 4.233
C -8.487 -1.195 4.906
Br -9.154 -2.741 3.931
H -9.916 0.101 3.914
H -8.702 0.929 4.905
H -8.940 -1.263 5.893
H -7.412 -1.318 4.994
Br -0.489 2.195 -1.970
C -1.898 2.458 -3.292
C -2.296 3.908 -3.388
Br -3.412 4.433 -1.881
H -2.719 1.807 -3.011
H -1.473 2.115 -4.235
H -2.911 4.078 -4.270
H -1.447 4.587 -3.405
Br -9.542 2.369 3.439
C -10.189 3.877 2.380
C -11.569 4.307 2.805
Br -12.928 3.078 2.147
H -10.139 3.573 1.339
H -9.472 4.678 2.555
H -11.822 5.272 2.370
H -11.684 4.357 3.883
Br -4.686 10.335 1.365
C -3.760 9.183 0.099
C -4.651 8.076 -0.396
Br -4.858 6.674 0.940
H -2.867 8.819 0.598
H -3.474 9.836 -0.723
H -4.205 7.583 -1.258
H -5.650 8.416 -0.652
Br 0.976 5.587 -4.903
C -0.434 5.851 -6.222
C -0.834 7.298 -6.318
Br -1.952 7.827 -4.812
H -1.256 5.199 -5.942
H -0.008 5.508 -7.164
H -1.447 7.467 -7.201
H 0.014 7.976 -6.336
Br 1.820 7.761 -8.888
C 2.755 6.614 -10.153
C 1.863 5.513 -10.656
Br 1.648 4.109 -9.320
H 3.644 6.248 -9.650
H 3.048 7.271 -10.970
H 2.311 5.022 -11.517
H 0.867 5.855 -10.918
Br 2.119 6.014 -14.099
C 0.789 5.130 -15.213
C -0.393 4.680 -14.398
Br 0.021 3.082 -13.366
H 1.295 4.316 -15.722
H 0.486 5.878 -15.944
H -1.218 4.396 -15.048
H -0.733 5.431 -13.692
```

Calculated total energy = -1478995.4170 eV
Kohn-Sham gap = 0.2305 hartree
Charge = +1